#A
This record from the OMol25 dataset describes C7H12 in the gas phase. The level of theory is wB97M-V/def2-TZVPD.

Last column: natural (NBO) charge in e.
Element x y z (Å)
C1 1.8188 -1.4881 0.0436  -0.5980
C2 1.1802 -0.4656 -0.9057  -0.4298
C3 0.3296 0.5678 -0.2555  -0.0324
C4 0.6626 1.8667 -0.3615  -0.3564
C5 -1.6678 0.9958 1.1595  -0.3911
C6 -0.9794 0.2072 0.3312  -0.0143
C7 -1.5808 -1.1599 0.0279  -0.6387
H1 2.4528 -0.9411 0.7442  0.2070
H2 1.0716 -1.9667 0.6713  0.2004
H3 2.3939 -2.2173 -0.5147  0.2121
H4 0.6925 -0.9429 -1.7595  0.2088
H5 2.0203 0.0582 -1.3800  0.2068
H6 1.5506 2.1714 -0.8945  0.1936
H7 0.0525 2.6197 0.1158  0.1971
H8 -1.2414 1.8430 1.6857  0.1925
H9 -2.6429 0.7460 1.5631  0.1923
H10 -1.1387 -1.8607 0.7389  0.2166
H11 -1.4509 -1.5451 -0.9767  0.2136
H12 -2.6292 -1.1273 0.3218  0.2200

Output
Multiplicity   1
Kohn-Sham gap   0.34971 Ha
Total charge   0
SMILES   C=C(C)C(=C)CC
Lowest unoccupied orbital energy   0.0365 hartree

#B
This record from the OMol25 dataset describes C7H12 in the gas phase. The level of theory is wB97M-V/def2-TZVPD.

Last column: natural (NBO) charge in e.
Element x y z (Å)
C1 2.6013 0.1135 -0.6800  -0.6116
C2 1.0862 -0.1578 -0.7818  -0.4100
C3 0.2394 0.0623 0.4552  -0.2067
C4 -0.7691 1.2204 0.7345  -0.4062
C5 -1.8616 0.1718 0.9246  -0.2181
C6 -2.1023 -0.5575 -0.3403  -0.4224
C7 -0.8772 -0.9474 0.4070  -0.2362
H1 3.1372 -0.3336 -1.5222  0.2111
H2 3.0472 -0.2789 0.2438  0.2016
H3 2.8364 1.1913 -0.6992  0.2068
H4 0.6788 0.3779 -1.6450  0.2010
H5 0.6588 -1.2031 -0.9580  0.2149
H6 0.8040 -0.1260 1.3788  0.2032
H7 -0.9054 1.8944 -0.1202  0.1984
H8 -0.5526 1.8203 1.6227  0.2134
H9 -2.4394 0.0541 1.8299  0.2179
H10 -2.8727 -1.3200 -0.2758  0.2245
H11 -2.0770 -0.0281 -1.2896  0.2026
H12 -0.7082 -1.9631 0.7608  0.2158

Output
Multiplicity   1
Kohn-Sham gap   0.37361 Ha
Total charge   0
SMILES   CC[C@H]1C[C@H]2C[C@@H]12
Lowest unoccupied orbital energy   0.0446 hartree

#C
This record from the OMol25 dataset describes a molecular structure, C7H12. The level of theory is wB97M-V/def2-TZVPD.

Last column: natural (NBO) charge in e.
Element x y z (Å)
C1 1.0625 1.1037 -2.2873  -0.7265
C2 -0.3671 0.9816 -1.8547  -0.2030
C3 -0.6859 -0.4513 -0.4518  -0.3578
C4 -0.3012 -0.5219 0.9797  -0.1540
C5 -1.0192 -0.9434 2.1964  -0.3934
C6 0.3164 -1.5660 1.8166  -0.3929
C7 0.1032 0.7428 0.3686  -0.3226
H1 0.9479 1.5861 -3.2697  0.2509
H2 1.5362 0.1335 -2.4850  0.2029
H3 1.7632 1.7252 -1.7069  0.1694
H4 -0.7179 1.9285 -1.4250  0.1212
H5 -1.7513 -0.3971 -0.6409  0.2505
H6 -0.1448 -1.1363 -1.0964  0.2445
H7 -1.9107 -1.5536 2.0771  0.2136
H8 -1.0416 -0.2751 3.0524  0.2127
H9 0.3097 -2.5887 1.4490  0.2134
H10 1.1831 -1.3090 2.4185  0.2130
H11 1.1627 0.9085 0.1925  0.2285
H12 -0.4452 1.6326 0.6667  0.2297

Output
Multiplicity   1
Kohn-Sham gap   0.30035 Ha
Total charge   0
Lowest unoccupied orbital energy   0.0387 hartree

Energies relative to the minimum, eV: #A 0.000; #B 1.017; #C 5.247

#A
This record from the OMol25 dataset describes C7H12 in the gas phase. The level of theory is wB97M-V/def2-TZVPD.

Last column: natural (NBO) charge in e.
Element x y z (Å)
C1 2.6058 -0.0746 0.4835  -0.6131
C2 1.3351 0.7006 0.1065  -0.4227
C3 0.0521 -0.1400 0.1562  -0.0186
C4 -0.0343 -1.3143 0.9168  -0.4284
C5 -0.6636 -0.2852 -1.5366  -0.3006
C6 -1.0819 0.5513 -0.4381  -0.0741
C7 -2.4398 0.6630 0.1983  -0.6664
H1 3.5345 0.5106 0.4236  0.2111
H2 2.5515 -0.4516 1.5040  0.1986
H3 2.7316 -0.8747 -0.2467  0.2070
H4 1.4971 1.1843 -0.8604  0.2145
H5 1.1785 1.5437 0.7891  0.2055
H6 0.5046 -1.3510 1.8506  0.2133
H7 -0.7612 -2.0296 0.5561  0.2040
H8 -0.3733 0.1327 -2.4976  0.2399
H9 -1.0275 -1.3224 -1.5995  0.1748
H10 -2.4462 0.2036 1.1848  0.2257
H11 -3.2636 0.3437 -0.4584  0.2053
H12 -2.7312 1.7132 0.3824  0.2240

Output
Multiplicity   1
Kohn-Sham gap   0.22506 Ha
Total charge   0
Lowest unoccupied orbital energy   -0.0248 hartree

#B
This record from the OMol25 dataset describes C7H12 in the gas phase. The level of theory is wB97M-V/def2-TZVPD.

Last column: natural (NBO) charge in e.
Element x y z (Å)
C1 -2.4717 0.3628 0.1740  -0.6040
C2 -1.2474 -0.5308 0.0055  -0.2038
C3 -0.2248 -0.0552 -1.0708  -0.3868
C4 0.8581 -0.0224 0.0111  -0.0612
C5 2.2493 -0.5871 -0.1067  -0.4103
C6 2.0427 0.8769 0.1011  -0.4137
C7 -0.1570 -0.3610 1.1072  -0.3942
H1 -3.1369 0.3208 -0.6985  0.2084
H2 -2.1463 1.4057 0.3060  0.2004
H3 -3.0597 0.0784 1.0560  0.2082
H4 -1.5364 -1.5841 -0.1349  0.2009
H5 -0.0461 -0.7526 -1.8985  0.2047
H6 -0.4688 0.9310 -1.4911  0.1990
H7 2.5883 -0.9268 -1.0831  0.2118
H8 2.6290 -1.1730 0.7271  0.2113
H9 2.2026 1.5588 -0.7277  0.2118
H10 2.2508 1.3120 1.0730  0.2116
H11 -0.3691 0.4704 1.7955  0.1999
H12 0.0671 -1.2571 1.6999  0.2059

Output
Multiplicity   1
Kohn-Sham gap   0.40026 Ha
Total charge   0
SMILES   CC1CC2(CC2)C1
Lowest unoccupied orbital energy   0.0427 hartree

Energies relative to the minimum, eV: #A 4.467; #B 0.000

#A
This record from the OMol25 dataset describes a molecular structure, C7H12. The level of theory is wB97M-V/def2-TZVPD.

Last column: natural (NBO) charge in e.
Element x y z (Å)
C1 1.2523 2.2401 -0.2894  -0.6680
C2 0.7979 0.3958 -1.0505  -0.2095
C3 0.8776 -0.5919 0.1165  -0.4363
C4 -0.4914 -1.3397 0.1534  -0.2510
C5 -1.0963 -1.4778 1.5561  -0.5988
C6 -1.3326 -0.5253 -0.8001  -0.1921
C7 -0.6177 0.4167 -1.4356  -0.2363
H1 0.4055 2.2755 0.3688  0.2149
H2 2.2136 2.2017 0.2437  0.2078
H3 1.2646 3.0870 -0.9983  0.2105
H4 1.5497 1.1586 -1.3219  0.2857
H5 1.7173 -1.2949 0.0795  0.2178
H6 0.9818 -0.0056 1.0336  0.2057
H7 -0.3645 -2.3535 -0.2578  0.2030
H8 -1.2676 -0.4904 2.0008  0.2036
H9 -0.4297 -2.0380 2.2227  0.2085
H10 -2.0588 -2.0048 1.5321  0.2087
H11 -2.3845 -0.7506 -0.9737  0.2102
H12 -1.0173 1.0972 -2.1801  0.2156

Output
Multiplicity   1
Kohn-Sham gap   0.31030 Ha
Total charge   0
Lowest unoccupied orbital energy   0.0388 hartree

#B
This record from the OMol25 dataset describes 2 unconnected molecules or ions with the total composition C7H12. The level of theory is wB97M-V/def2-TZVPD.

Last column: natural (NBO) charge in e.
Element x y z (Å)
C1 -2.0362 -1.2672 0.9094  -0.6436
C2 -1.5378 -0.4199 -0.2233  -0.1859
C3 0.0952 1.1081 -1.3384  -0.2249
C4 1.2241 1.7408 -1.0040  -0.1611
C5 1.6803 1.3881 0.3905  -0.4362
C6 0.6998 0.2729 0.8284  -0.4449
C7 -0.3763 0.2430 -0.2470  -0.0299
H1 -3.0278 -0.9338 1.2403  0.2165
H2 -2.1379 -2.3180 0.6092  0.2175
H3 -1.3646 -1.2302 1.7728  0.2098
H4 -2.1908 -0.3395 -1.0929  0.1950
H5 -0.4397 1.2169 -2.2772  0.2158
H6 0.7394 -2.1687 -1.1136  0.0057
H7 1.7546 2.4504 -1.6319  0.2094
H8 2.7254 1.0566 0.4102  0.2121
H9 1.6202 2.2651 1.0490  0.2106
H10 0.2846 0.4501 1.8258  0.2193
H11 1.2139 -0.6959 0.8643  0.2219
H12 1.0737 -2.8189 -0.9718  -0.0072

Output
Multiplicity   1
Kohn-Sham gap   0.34140 Ha
Total charge   0
SMILES   C/C=C1/C=CCC1.[H][H]
Lowest unoccupied orbital energy   0.0442 hartree

#C
This record from the OMol25 dataset describes C7H12 in the gas phase. The level of theory is wB97M-V/def2-TZVPD.

Last column: natural (NBO) charge in e.
Element x y z (Å)
C1 2.3102 -0.2968 -0.7620  -0.6023
C2 0.8534 0.0833 -0.8188  -0.3846
C3 0.2433 0.3686 0.5893  -0.2282
C4 -1.0179 1.2979 0.7903  -0.3842
C5 -1.9450 0.0304 0.9386  -0.1756
C6 -1.5948 -0.7448 -0.4171  -0.5360
C7 -0.7107 -0.7544 0.8328  -0.2169
H1 2.6124 -0.6130 -1.7638  0.2065
H2 2.4101 -1.1508 -0.0819  0.1978
H3 2.9555 0.5100 -0.4199  0.2004
H4 0.6643 0.9198 -1.5034  0.1994
H5 0.3715 -0.8117 -1.2691  0.1927
H6 0.9995 0.5585 1.3642  0.2053
H7 -1.2431 2.0286 0.0056  0.1996
H8 -0.9200 1.8423 1.7428  0.2168
H9 -2.7506 0.0099 1.6783  0.2223
H10 -1.2051 -1.6030 -1.0508  0.2663
H11 -1.4854 0.0603 -1.1320  0.2031
H12 -0.5479 -1.7350 1.2770  0.2173

Output
Multiplicity   1
Kohn-Sham gap   0.36774 Ha
Total charge   0
SMILES   CC[C@H]1C[C@H]2C[C@@H]12
Lowest unoccupied orbital energy   0.0411 hartree

#D
This record from the OMol25 dataset describes a molecular structure, C7H12. The level of theory is wB97M-V/def2-TZVPD.

Last column: natural (NBO) charge in e.
Element x y z (Å)
C1 2.4872 0.2091 -0.7765  -0.6018
C2 1.1540 -0.5304 -0.7485  -0.5048
C3 0.4573 -0.5608 0.5729  -0.0417
C4 -0.6860 1.2496 0.9525  -0.4711
C5 -1.7589 0.1917 0.9021  -0.2467
C6 -1.9483 -0.4576 -0.4353  -0.4333
C7 -0.9735 -1.0444 0.5510  -0.3112
H1 3.0192 0.0327 -1.7176  0.2078
H2 3.1253 -0.1141 0.0513  0.2142
H3 2.3378 1.2913 -0.6812  0.1993
H4 0.5296 -0.2400 -1.6099  0.1847
H5 1.3331 -1.6124 -0.8878  0.2467
H6 0.3954 0.6263 1.1383  0.2374
H7 -0.6357 1.9448 0.1124  0.2125
H8 -0.6236 1.7850 1.9047  0.2343
H9 -2.5743 0.2042 1.6197  0.2210
H10 -2.8775 -1.0017 -0.5822  0.2208
H11 -1.5881 0.0617 -1.3219  0.2031
H12 -1.1731 -2.0349 0.9562  0.2285

Output
Multiplicity   1
Kohn-Sham gap   0.31215 Ha
Total charge   0
Lowest unoccupied orbital energy   0.0311 hartree

Energies relative to the minimum, eV: #A 2.071; #B 0.000; #C 2.710; #D 3.315